No. 1
Here is a structure of composition C23H44NOP3Rh at a distorted geometry from the OMol25 dataset. Energies are from ωB97M-V/def2-TZVPD.

Values from the calculation:
Spin multiplicity: 5
ΔE to the lowest compared entry with this formula, charge and spin (kcal per mole): 0.0
HOMO (spin up / spin down) (eV): -13.8 / -16.0
Total charge: +3
Maximum force (eV/A): 3.2
<S²>: 6.040
HOMO-LUMO gap (spin up / spin down) (eV): 5.80 / 4.24
E_LUMO (spin up / spin down) (eV): -7.96 / -11.79
Total energy (Ha): -2166.3159

Geometry as XYZ:
```
73
Properties=species:S:1:pos:R:3:forces:R:3
Rh 0.332 -0.012 0.675 0.407 -0.187 0.690
P 0.529 -1.991 -0.310 0.397 -2.198 -1.153
P 2.556 -0.059 1.611 1.533 -0.200 1.659
P -1.865 0.411 0.029 -1.974 0.196 0.704
H 1.818 2.108 0.053 -0.204 0.115 -0.062
C 0.747 2.028 0.237 -0.063 1.875 1.080
C 0.272 1.978 1.587 0.614 1.034 -1.341
H 0.979 2.063 2.404 -0.197 -0.149 -0.131
C 1.194 -1.668 -1.970 0.087 -0.047 -0.361
C 1.663 -3.243 0.375 0.139 -0.151 0.051
C -0.950 -3.016 -0.583 -0.172 -0.157 -0.107
C 3.247 1.394 2.485 0.003 0.020 -0.101
C 3.125 -1.322 2.802 0.265 -0.267 0.013
C 3.756 -0.142 0.235 -0.111 -0.090 -0.119
C -2.616 2.024 0.409 -0.083 -0.071 -0.281
C -3.207 -0.661 0.601 -0.455 -0.170 -0.361
C -1.894 0.424 -1.799 -0.062 -0.059 -0.084
H 0.097 2.384 -0.561 0.169 -0.003 0.121
H -0.725 2.322 1.838 0.145 -0.238 -0.060
H 1.346 -2.588 -2.559 -0.041 0.260 0.238
H 2.153 -1.142 -1.855 -0.263 -0.176 -0.158
H 0.498 -1.003 -2.499 0.239 -0.167 0.035
H 1.703 -4.137 -0.271 -0.097 0.381 0.195
H 1.314 -3.560 1.368 0.117 0.024 -0.250
H 2.679 -2.841 0.467 -0.268 -0.182 -0.006
H -0.700 -3.939 -1.134 -0.022 0.379 0.230
H -1.702 -2.460 -1.156 0.120 -0.226 0.155
H -1.384 -3.307 0.386 0.091 0.032 -0.317
H 4.321 1.175 2.597 -0.343 0.288 0.073
H 2.794 1.515 3.478 0.171 0.051 -0.302
H 3.109 2.304 1.891 0.178 -0.074 0.259
H 4.226 -1.354 2.756 -0.340 -0.124 0.143
H 2.729 -2.323 2.594 0.195 0.274 0.170
H 2.835 -1.011 3.817 0.119 -0.191 -0.324
H 4.762 0.081 0.628 -0.392 -0.137 -0.205
H 3.476 0.619 -0.506 0.231 -0.269 0.053
H 3.750 -1.140 -0.221 0.128 0.336 -0.017
H -3.550 2.034 -0.174 0.188 0.342 0.289
H -1.958 2.845 0.099 -0.342 -0.044 0.086
H -2.845 2.101 1.481 0.037 0.011 -0.355
H -4.106 -0.395 0.023 0.058 -0.276 0.316
H -3.392 -0.450 1.666 0.066 -0.057 -0.417
H -2.982 -1.725 0.461 -0.196 0.315 0.096
H -2.864 0.826 -2.139 0.333 -0.181 0.104
H -1.747 -0.586 -2.207 -0.057 0.351 0.042
H -1.082 1.082 -2.145 -0.248 -0.219 0.020
C -0.723 0.086 -5.996 0.961 -1.626 1.765
C -0.154 0.339 -7.272 0.654 0.549 -1.076
C 0.023 1.667 -7.680 -0.001 -1.547 -0.181
C -0.438 2.733 -6.883 0.183 0.594 -0.019
C -1.155 2.462 -5.708 -0.884 -1.320 1.071
C -1.382 1.136 -5.323 0.142 1.954 0.450
O -0.490 -1.017 -5.165 -0.864 1.737 -2.519
H -0.129 -1.801 -5.634 -0.046 0.559 -0.045
H 0.188 -0.483 -7.909 0.048 0.299 0.310
H 0.541 1.902 -8.615 -0.244 -0.301 0.313
H -0.246 3.777 -7.181 -0.126 -0.650 0.107
H -1.530 3.269 -5.070 0.050 -0.292 -0.437
H -1.936 0.891 -4.424 0.100 0.110 -0.102
N -0.460 -1.147 2.767 0.510 -0.458 -0.431
C -0.846 -0.424 3.917 -0.159 -0.071 0.179
C 0.136 0.236 4.658 0.188 0.300 0.384
C -0.229 0.941 5.809 0.276 -0.305 -0.305
C -1.562 0.957 6.228 0.162 0.130 -0.193
C -2.533 0.290 5.483 -0.084 -0.306 -0.382
C -2.185 -0.411 4.323 0.027 0.262 0.257
H 0.416 -1.660 2.869 -0.197 0.206 0.185
H -1.152 -1.782 2.385 -0.232 0.091 0.266
H 1.194 0.159 4.358 -0.685 0.151 0.178
H 0.544 1.451 6.387 -0.300 -0.155 -0.123
H -1.837 1.496 7.131 0.023 -0.123 -0.168
H -3.571 0.291 5.809 0.238 -0.010 -0.025
H -2.925 -0.997 3.772 0.162 0.248 0.232
```
Forces are in eV/Å.

---

No. 2
Here is a structure of composition C23H44NOsP3Se at a distorted geometry from the OMol25 dataset. Energies are from ωB97M-V/def2-TZVPD.

Values from the calculation:
Spin multiplicity: 5
ΔE to the lowest compared entry with this formula, charge and spin (kcal per mole): 0.0
HOMO (spin up / spin down) (eV): -19.1 / -19.0
Total charge: +4
Maximum force (eV/A): 3.4
<S²>: 6.029
HOMO-LUMO gap (spin up / spin down) (eV): 6.90 / 2.80
E_LUMO (spin up / spin down) (eV): -12.16 / -16.24
Total energy (Ha): -4472.0715

Geometry as XYZ:
```
73
Properties=species:S:1:pos:R:3:forces:R:3
Os -0.021 -0.376 0.322 -1.390 1.971 -0.277
P -1.175 -2.347 0.931 -1.010 -1.798 0.863
P 1.458 -0.479 2.124 1.963 0.288 2.223
P 1.356 -1.441 -1.119 1.868 -1.777 -2.078
H -3.033 3.017 -5.344 -0.133 -0.238 0.045
C -3.344 2.035 -5.705 -0.161 2.667 -2.121
C -3.502 0.954 -4.893 -0.970 -2.351 1.392
H -3.429 0.994 -3.794 0.073 0.166 -0.643
C -2.588 -2.096 2.071 -0.038 0.382 -0.140
C -0.337 -3.742 1.792 0.376 0.157 -0.101
C -1.940 -3.081 -0.561 -0.028 0.166 -0.163
C 2.632 0.923 2.342 -0.030 0.042 -0.308
C 0.683 -0.502 3.779 -0.475 -0.013 -0.070
C 2.628 -1.880 2.300 -0.148 -0.056 -0.331
C 0.756 -1.415 -2.848 -0.036 0.007 0.030
C 1.757 -3.227 -0.956 -0.002 -0.101 0.193
C 3.044 -0.742 -1.307 0.048 0.297 -0.077
H -3.594 2.029 -6.782 0.113 -0.346 0.544
H -3.833 0.004 -5.332 0.286 0.192 0.176
H -3.382 -1.530 1.565 0.070 -0.111 0.198
H -2.271 -1.571 2.980 -0.076 -0.058 -0.202
H -3.001 -3.071 2.369 0.187 0.214 -0.225
H 0.041 -3.416 2.770 -0.149 -0.035 -0.229
H 0.492 -4.154 1.207 -0.209 0.118 0.180
H -1.065 -4.547 1.971 0.029 0.322 -0.183
H -2.341 -2.280 -1.194 0.039 -0.188 0.105
H -2.772 -3.735 -0.266 0.237 0.093 0.032
H -1.220 -3.666 -1.146 -0.180 0.147 0.174
H 3.386 0.605 3.076 -0.232 0.063 -0.194
H 2.118 1.811 2.731 0.108 -0.304 -0.179
H 3.141 1.179 1.404 0.008 -0.094 0.352
H 1.425 -0.893 4.486 -0.137 0.047 -0.176
H -0.213 -1.132 3.813 0.208 0.088 0.091
H 0.411 0.514 4.082 -0.012 -0.199 -0.101
H 3.157 -1.708 3.247 -0.103 -0.081 -0.284
H 3.364 -1.903 1.490 -0.120 -0.065 0.189
H 2.104 -2.838 2.361 0.199 0.152 -0.042
H 1.509 -1.900 -3.488 -0.262 0.132 0.188
H 0.604 -0.387 -3.191 0.035 -0.079 0.042
H -0.191 -1.963 -2.934 0.203 0.100 0.023
H 2.346 -3.524 -1.837 -0.155 0.204 0.230
H 0.858 -3.850 -0.935 0.198 0.143 -0.033
H 2.358 -3.433 -0.064 -0.124 0.073 -0.143
H 3.538 -1.257 -2.142 -0.143 -0.042 0.256
H 3.641 -0.869 -0.399 -0.092 0.009 -0.146
H 3.000 0.328 -1.549 0.121 -0.469 0.034
C 0.993 2.481 -2.200 -0.531 0.356 0.767
C -0.325 2.541 -2.666 -0.591 -0.622 -0.958
C -0.523 2.555 -4.040 -0.005 0.030 0.528
C 0.557 2.708 -4.917 0.188 -0.194 -0.177
C 1.847 2.933 -4.409 0.137 0.146 0.323
C 2.064 2.899 -3.029 0.132 -0.350 -0.204
Se 1.241 1.804 -0.457 0.840 1.056 0.090
H -0.389 0.322 -1.118 -0.305 -0.395 -0.246
H -1.156 2.501 -1.960 0.184 -0.195 -0.303
H -1.524 2.400 -4.429 0.364 0.342 0.163
H 0.389 2.664 -6.002 0.188 0.124 0.511
H 2.672 3.116 -5.103 -0.247 0.091 0.339
H 3.024 3.151 -2.572 -0.098 -0.335 -0.330
N -1.624 0.975 1.190 -0.050 -0.001 -0.623
C -1.424 1.710 2.436 -0.273 -0.229 1.095
C -2.230 1.385 3.539 0.847 0.143 -0.196
C -1.868 1.899 4.797 -0.679 -0.331 -0.275
C -0.738 2.705 4.940 0.424 0.196 0.060
C 0.013 3.086 3.821 -0.868 -0.270 -0.531
C -0.381 2.619 2.548 0.506 -0.026 0.402
H -2.492 0.437 1.239 0.066 0.291 0.155
H -1.751 1.636 0.420 -0.133 -0.072 0.264
H -3.067 0.692 3.389 0.211 0.392 0.351
H -2.503 1.646 5.654 0.434 0.171 -0.282
H -0.410 3.046 5.929 -0.338 -0.133 -0.409
H 0.876 3.743 3.925 -0.253 -0.084 -0.023
H 0.172 2.905 1.649 -0.107 0.061 0.397
```
Forces are in eV/Å.

---

What is the total energy in the first record? -2166.3159 Ha

---

spin multiplicity of number 1 (C23H44NOP3Rh)? 5

---

The lowest total energy belongs to which entry? C23H44NOsP3Se